# 1
60
Properties=species:S:1:pos:R:3 method="wB97M-V/def2-TZVPD" homo_lumo_gap_ev=10.03 smiles=OCCO.OCCO.OCCO.OCCO.OCCO.OCCO e_above_lowest_kcal_mol=82.6 total_energy_ev=-37591.6334 charge=0 max_force_ev_per_a=4.49 homo_energy_ev=-9.617
C -5.690 -25.870 1.391
C -6.197 -26.094 2.810
O -6.089 -24.987 3.639
O -4.428 -25.285 1.655
H -6.197 -25.180 0.839
H -5.576 -26.841 0.928
H -5.793 -26.896 3.362
H -7.242 -26.204 2.867
H -6.959 -24.737 3.974
H -4.521 -24.640 2.316
C -4.079 -22.477 2.704
C -3.903 -21.080 3.075
O -3.315 -21.061 4.327
O -4.739 -22.366 1.476
H -4.726 -23.154 3.322
H -3.144 -23.056 2.579
H -4.783 -20.514 3.015
H -3.198 -20.550 2.436
H -2.688 -20.300 4.430
H -4.022 -22.267 0.817
C -4.144 -25.209 6.997
C -3.383 -24.261 5.999
O -1.998 -24.171 6.156
O -5.454 -24.695 7.081
H -3.567 -25.130 7.910
H -4.208 -26.241 6.507
H -3.716 -23.286 6.333
H -3.693 -24.329 5.001
H -1.558 -23.767 5.412
H -5.595 -24.686 8.034
C -10.405 -24.841 1.331
C -10.103 -23.320 1.624
O -8.831 -23.433 2.334
O -9.462 -25.275 0.361
H -11.422 -24.986 1.027
H -10.252 -25.508 2.229
H -10.917 -23.077 2.288
H -10.121 -22.684 0.698
H -8.485 -22.544 2.600
H -8.654 -24.952 0.660
C -2.628 -26.531 -2.289
C -3.790 -26.450 -1.259
O -3.971 -25.109 -0.873
O -1.581 -25.660 -1.855
H -3.050 -26.176 -3.241
H -2.247 -27.572 -2.612
H -3.724 -27.091 -0.416
H -4.718 -26.775 -1.748
H -4.264 -25.129 -0.016
H -1.853 -24.762 -2.141
C -6.881 -21.922 5.521
C -8.166 -22.778 5.984
O -7.855 -24.079 5.407
O -6.898 -20.590 5.854
H -6.864 -22.078 4.414
H -6.001 -22.351 5.985
H -9.080 -22.316 5.545
H -8.364 -22.850 7.079
H -7.048 -24.435 5.823
H -7.834 -20.252 5.830

# 2
139
Properties=species:S:1:pos:R:3 method="wB97M-V/def2-TZVPD" homo_lumo_gap_ev="6.44 / 6.62" s2=0.758 multiplicity=2 total_energy_ev=-131640.4539 charge=+2 max_force_ev_per_a=1.23 homo_energy_ev="-11.687 / -12.552"
Zr 0.496 0.205 0.619
C 2.116 -3.443 1.467
C 1.335 -2.566 2.427
C 1.924 -2.694 3.831
C -0.139 -2.977 2.455
O 1.405 -1.133 1.992
Ge 2.909 -0.150 2.965
O 0.712 1.853 1.487
C 0.335 3.108 2.177
C -1.184 3.126 2.296
C 0.743 4.339 1.388
C 1.064 3.132 3.514
O 4.119 -0.982 2.035
C 5.573 -1.124 2.024
C 6.133 -0.187 0.969
C 5.845 -2.573 1.652
C 6.111 -0.797 3.407
H 2.171 -4.449 1.887
H 3.125 -3.065 1.327
H 1.614 -3.513 0.508
H 1.724 -3.704 4.195
H 1.454 -2.011 4.541
H 3.012 -2.588 3.847
H -0.238 -4.026 2.171
H -0.730 -2.389 1.756
H -0.589 -2.861 3.440
H -1.630 3.329 1.321
H -1.484 3.930 2.970
H -1.594 2.193 2.668
H 0.164 4.447 0.477
H 1.803 4.358 1.153
H 0.526 5.205 2.016
H 0.905 2.231 4.096
H 0.707 3.977 4.103
H 2.135 3.267 3.359
H 5.631 -0.346 0.014
H 7.197 -0.383 0.837
H 6.018 0.854 1.261
H 5.396 -2.805 0.685
H 5.440 -3.254 2.402
H 6.919 -2.749 1.582
H 5.886 0.237 3.680
H 7.196 -0.909 3.430
H 5.693 -1.471 4.158
C -0.704 0.057 4.114
C -2.208 0.007 4.248
C -2.771 1.321 4.825
C -3.023 -0.551 3.075
C -4.248 -1.037 3.559
C -5.177 -1.664 2.772
C -4.856 -1.905 1.449
C -3.665 -1.460 0.905
C -3.334 -1.892 -0.514
C -2.233 -2.957 -0.464
C -4.527 -2.455 -1.285
C -2.759 -0.697 1.695
N -1.690 -0.019 0.949
C -2.140 0.903 0.065
C -1.400 1.298 -1.134
N -0.221 0.756 -1.438
C 0.260 0.757 -2.818
C -0.308 -0.195 -3.706
C 0.148 -0.282 -5.017
C 1.144 0.544 -5.496
C 1.671 1.483 -4.644
C 1.261 1.624 -3.313
C 1.973 2.804 -2.656
C 3.469 2.532 -2.457
C 1.355 3.391 -1.413
C -1.475 -1.101 -3.363
C -2.804 -0.418 -3.726
C -1.435 -2.436 -4.124
C -2.200 2.300 -1.844
C -2.034 3.032 -2.993
C -3.065 3.920 -3.380
C -4.218 4.071 -2.647
C -4.411 3.325 -1.456
C -5.530 3.371 -0.586
C -5.563 2.580 0.537
C -4.512 1.695 0.876
C -3.414 1.632 0.051
C -3.387 2.456 -1.098
H -0.276 0.443 5.042
H -0.380 0.713 3.315
H -0.295 -0.929 3.938
H -2.384 -0.750 5.018
H -2.234 2.193 4.456
H -2.671 1.323 5.911
H -3.825 1.456 4.588
H -4.458 -0.904 4.614
H -6.118 -1.998 3.186
H -5.554 -2.454 0.836
H -2.971 -1.033 -1.077
H -2.481 -3.728 0.268
H -1.269 -2.522 -0.186
H -2.141 -3.440 -1.440
H -4.893 -3.385 -0.845
H -4.225 -2.692 -2.304
H -5.355 -1.748 -1.334
H -0.311 -0.995 -5.688
H 1.474 0.480 -6.525
H 2.418 2.173 -5.017
H 1.912 3.584 -3.422
H 3.635 1.771 -1.695
H 3.974 3.445 -2.142
H 3.939 2.203 -3.386
H 1.406 2.712 -0.569
H 0.314 3.679 -1.569
H 1.912 4.283 -1.127
H -1.453 -1.307 -2.293
H -2.758 -0.056 -4.755
H -3.045 0.428 -3.088
H -3.627 -1.129 -3.668
H -1.859 -2.331 -5.124
H -2.045 -3.183 -3.613
H -0.426 -2.830 -4.241
H -1.152 2.938 -3.613
H -2.937 4.497 -4.286
H -4.982 4.763 -2.978
H -6.359 4.030 -0.809
H -6.425 2.627 1.189
H -4.601 1.087 1.767
C 2.960 -3.251 -3.967
N 2.542 -2.480 -2.810
C 3.195 -1.245 -2.413
C 2.341 -0.865 -1.236
O 2.485 0.128 -0.488
N 1.333 -1.721 -1.069
C 1.505 -2.693 -2.000
N 0.727 -3.763 -2.022
H 2.868 -2.646 -4.868
H 2.338 -4.134 -4.084
H 3.993 -3.578 -3.849
H 3.129 -0.476 -3.188
H 4.239 -1.401 -2.132
H -0.100 -3.755 -1.444
H 0.803 -4.473 -2.729
O 4.431 2.579 1.851
C 3.822 2.926 0.972

# 3
12
Properties=species:S:1:pos:R:3 method="wB97M-V/def2-TZVPD" homo_lumo_gap_ev=10.76 smiles=COc1ccon1 e_above_lowest_kcal_mol=51.3 total_energy_ev=-9812.0913 charge=0 max_force_ev_per_a=0.43 homo_energy_ev=-9.752
C 1.036 1.811 -0.601
O 0.893 0.422 -0.881
C 0.108 -0.249 -0.034
N -0.185 0.178 1.169
O -1.018 -0.788 1.699
C -1.202 -1.757 0.794
C -0.519 -1.492 -0.342
H 0.050 2.287 -0.604
H 1.509 1.979 0.371
H 1.654 2.215 -1.402
H -1.853 -2.564 1.100
H -0.474 -2.042 -1.268

# 4
131
Properties=species:S:1:pos:R:3 method="wB97M-V/def2-TZVPD" homo_lumo_gap_ev=6.71 total_energy_ev=-124464.5804 charge=-2 max_force_ev_per_a=0.55 homo_energy_ev=-2.845
Tl -0.135 0.509 0.364
C -2.965 0.627 -3.427
C -4.036 0.388 -2.369
C -5.104 -0.580 -2.887
C -4.682 1.706 -1.960
O -3.401 -0.114 -1.189
Si -3.125 -1.603 -0.617
S -1.634 -1.528 0.850
O -4.517 -2.255 0.016
C -5.209 -2.046 1.244
C -6.661 -2.437 0.969
C -4.621 -2.966 2.316
C -5.147 -0.585 1.694
O -2.796 -2.556 -1.908
C -2.665 -3.966 -2.078
C -1.807 -4.152 -3.324
C -4.058 -4.566 -2.289
C -1.988 -4.612 -0.870
H -3.416 1.024 -4.340
H -2.448 -0.307 -3.653
H -2.230 1.340 -3.049
H -5.684 -0.106 -3.682
H -5.780 -0.860 -2.073
H -4.635 -1.486 -3.270
H -5.084 2.228 -2.832
H -3.927 2.332 -1.489
H -5.492 1.529 -1.247
H -6.697 -3.439 0.536
H -7.108 -1.737 0.259
H -7.243 -2.427 1.894
H -4.711 -4.008 1.997
H -5.151 -2.836 3.263
H -3.566 -2.729 2.457
H -5.499 0.068 0.891
H -4.118 -0.309 1.926
H -5.768 -0.431 2.580
H -2.301 -3.703 -4.188
H -1.639 -5.214 -3.522
H -0.848 -3.648 -3.193
H -4.506 -4.157 -3.198
H -4.691 -4.295 -1.444
H -4.006 -5.655 -2.375
H -1.066 -4.080 -0.630
H -1.759 -5.660 -1.077
H -2.641 -4.554 0.005
Cl -3.102 4.886 -0.907
C -3.015 4.082 0.635
C -3.747 4.621 1.689
C -3.706 4.056 2.938
Cl -4.652 4.769 4.230
C -2.893 2.935 3.189
C -2.755 2.299 4.443
C -1.909 1.233 4.584
C -1.184 0.786 3.470
N -1.318 1.354 2.297
C -2.144 2.395 2.110
C -2.219 2.917 0.744
O -1.622 2.365 -0.221
H -4.363 5.492 1.511
H -3.322 2.675 5.284
H -1.790 0.740 5.540
H -0.485 -0.043 3.524
C 6.562 1.344 -0.435
C 5.302 0.498 -0.554
C 5.512 -0.706 -1.469
O 4.266 1.299 -1.058
C 3.064 1.050 -0.332
C 3.530 0.407 0.985
O 4.909 0.089 0.741
C 2.717 -0.839 1.474
O 1.379 -0.557 1.561
C 3.169 -1.218 2.910
C 2.252 -1.916 3.695
C 2.570 -2.320 4.982
C 3.819 -2.030 5.519
C 4.736 -1.330 4.752
C 4.415 -0.925 3.459
C 3.007 -2.080 0.589
C 1.996 -2.587 -0.221
C 2.197 -3.728 -0.989
C 3.409 -4.397 -0.940
C 4.420 -3.912 -0.120
C 4.222 -2.765 0.634
C 2.266 2.383 -0.162
O 1.212 2.184 0.712
C 1.768 2.904 -1.522
C 2.107 2.347 -2.750
C 1.578 2.861 -3.928
C 0.721 3.949 -3.895
C 0.384 4.517 -2.671
C 0.899 3.993 -1.499
C 3.207 3.444 0.439
C 3.098 3.755 1.790
C 3.941 4.691 2.376
C 4.907 5.334 1.614
C 5.012 5.039 0.261
C 4.168 4.105 -0.323
H 6.828 1.748 -1.413
H 7.379 0.730 -0.054
H 6.371 2.168 0.252
H 5.878 -0.365 -2.438
H 4.563 -1.224 -1.613
H 6.228 -1.400 -1.026
H 2.443 0.345 -0.893
H 3.481 1.145 1.789
H 1.278 -2.122 3.268
H 1.841 -2.865 5.572
H 4.069 -2.337 6.529
H 5.713 -1.093 5.160
H 5.144 -0.371 2.884
H 1.036 -2.093 -0.230
H 1.396 -4.092 -1.623
H 3.565 -5.296 -1.526
H 5.369 -4.435 -0.064
H 5.021 -2.400 1.264
H 2.776 1.498 -2.798
H 1.829 2.396 -4.875
H 0.304 4.344 -4.814
H -0.304 5.352 -2.635
H 0.616 4.406 -0.538
H 2.327 3.252 2.361
H 3.843 4.919 3.432
H 5.568 6.063 2.069
H 5.758 5.543 -0.344
H 4.254 3.886 -1.379
B 0.698 -1.293 -4.140
C 0.334 -0.573 -2.799
N 0.092 -0.043 -1.802
H 1.214 -0.464 -4.865
H 1.478 -2.179 -3.852
H -0.319 -1.739 -4.630

# 5
57
Properties=species:S:1:pos:R:3 method="wB97M-V/def2-TZVPD" homo_lumo_gap_ev=5.38 total_energy_ev=-135978.7216 charge=-2 max_force_ev_per_a=1.99 homo_energy_ev=-0.852
Y -0.791 0.229 -0.861
C -1.479 -0.703 2.872
N -1.985 -0.837 1.515
C -2.027 -2.255 1.149
C -0.632 -2.881 0.954
C -0.237 -3.172 -0.505
N 0.395 -2.049 -1.155
C 1.498 -2.274 -1.763
C 2.280 -1.362 -2.543
C 3.378 -1.874 -3.251
C 4.144 -1.098 -4.084
C 3.834 0.258 -4.226
C 2.802 0.809 -3.522
C 1.975 0.038 -2.651
O 1.033 0.606 -2.017
C -3.337 -0.266 1.431
C -3.488 1.185 1.894
C -2.676 2.222 1.105
N -1.298 1.844 0.982
C -0.395 2.569 1.528
C 0.993 2.226 1.632
C 1.886 3.142 2.199
C 3.217 2.846 2.382
C 3.699 1.594 1.992
C 2.853 0.664 1.453
C 1.469 0.928 1.237
O 0.709 0.018 0.775
H -2.184 -1.133 3.604
H -1.316 0.346 3.104
H -0.526 -1.213 2.977
H -2.596 -2.342 0.220
H -2.573 -2.820 1.931
H -0.587 -3.827 1.506
H 0.125 -2.210 1.358
H -1.132 -3.429 -1.084
H 0.441 -4.049 -0.523
H 1.917 -3.300 -1.732
H 3.605 -2.930 -3.150
H 4.972 -1.527 -4.636
H 4.421 0.870 -4.901
H 2.559 1.857 -3.614
H -4.036 -0.874 2.037
H -3.676 -0.313 0.390
H -3.262 1.275 2.962
H -4.540 1.442 1.748
H -2.787 3.207 1.595
H -3.135 2.295 0.109
H -0.683 3.522 2.009
H 1.508 4.114 2.496
H 3.886 3.577 2.819
H 4.752 1.365 2.111
H 3.206 -0.312 1.149
S -4.911 1.247 -1.395
As -3.225 0.815 -2.628
S -2.528 -1.224 -2.117
S -1.604 2.255 -2.253
S -3.911 0.910 -4.615

# 6
14
Properties=species:S:1:pos:R:3 method="wB97M-V/def2-TZVPD" homo_lumo_gap_ev=8.91 smiles="C=N/C=[N+](/C)NBr" e_above_lowest_kcal_mol=87.8 total_energy_ev=-77726.2747 charge=+1 max_force_ev_per_a=5.76 homo_energy_ev=-13.657
C -0.058 0.688 0.416
C 0.819 0.936 2.686
C -0.381 -0.220 -1.668
N 0.135 0.823 1.651
N -0.193 -0.381 -0.308
N 0.229 -1.595 0.187
Br 2.112 -2.078 0.084
H -0.692 1.432 0.027
H 1.836 1.255 2.495
H 0.474 0.952 3.766
H -1.016 -1.125 -2.162
H -0.763 0.857 -1.998
H 0.708 -0.343 -2.086
H -0.402 -2.306 -0.087

# 7
30
Properties=species:S:1:pos:R:3 method="wB97M-V/def2-TZVPD" homo_lumo_gap_ev=11.10 smiles=ClCCl.ClCCl.ClCCl.ClCCl.ClCCl.ClCCl e_above_lowest_kcal_mol=0.0 total_energy_ev=-156685.9905 charge=0 max_force_ev_per_a=0.44 homo_energy_ev=-10.546
C 4.625 1.362 -0.494
Cl 4.200 1.004 -2.162
Cl 3.182 1.587 0.521
H 5.197 0.561 -0.041
H 5.198 2.281 -0.481
C 0.622 -0.321 -3.747
Cl 0.891 -1.060 -2.153
Cl -0.688 0.862 -3.692
H 1.533 0.177 -4.051
H 0.342 -1.117 -4.424
C -2.051 3.014 0.003
Cl -3.207 2.513 -1.240
Cl -0.392 3.035 -0.598
H -2.317 4.011 0.330
H -2.097 2.309 0.825
C 1.173 -2.546 4.353
Cl 1.557 -4.153 3.720
Cl 2.378 -1.341 3.872
H 0.217 -2.231 3.955
H 1.162 -2.609 5.434
C -4.401 -1.050 -1.245
Cl -4.866 -2.314 -0.088
Cl -2.660 -0.771 -1.258
H -4.690 -1.395 -2.230
H -4.915 -0.130 -0.993
C 0.071 -0.273 1.062
Cl -0.573 0.635 2.437
Cl -0.224 -2.004 1.219
H -0.405 0.065 0.150
H 1.139 -0.098 1.015

# 8
28
Properties=species:S:1:pos:R:3 method="wB97M-V/def2-TZVPD" homo_lumo_gap_ev=6.92 e_above_lowest_kcal_mol=32.9 total_energy_ev=-16198.5188 charge=+1 max_force_ev_per_a=3.78 homo_energy_ev=-13.224
C 2.042 -2.244 -0.525
C 0.651 -2.451 -0.538
C 2.593 -1.003 -0.403
C -1.655 -1.535 -1.005
C -0.261 -1.459 -0.567
C 1.666 0.001 -0.201
C 0.233 -0.143 -0.118
C -2.777 -0.643 -0.580
C -2.842 -2.086 -0.167
C 0.730 1.816 0.577
C 0.965 2.047 2.131
C 0.456 3.075 -0.239
N -0.309 0.934 0.431
O 1.950 1.248 0.176
H 2.772 -2.963 -0.888
H 0.273 -3.392 -0.855
H 3.627 -0.800 -0.611
H -1.844 -1.904 -2.042
H -2.622 0.049 0.215
H -3.153 -0.218 -1.515
H -2.734 -2.133 0.875
H -3.588 -2.808 -0.583
H 1.934 2.636 2.270
H 0.798 1.104 2.767
H 0.085 2.637 2.549
H 1.347 3.834 -0.075
H -0.462 3.704 0.166
H 0.124 2.698 -1.246